Entry 1:
This record from the Open Molecules 2025 dataset describes a cluster of 2 separate species, C4H14N2O2 in total. The level of theory is ωB97M-V/def2-TZVPD.

For the energy relative to the best compared isomer or geometry (same formula, charge and spin), the calculation gives 173.25 kJ/mol. The SMILES is CNCCNCO.O. The HOMO energy is -8.9 eV. The HOMO-LUMO gap is 9.691 eV. The LUMO energy comes out at 0.75 eV.

Element x y z (Å)
O: -0.773 1.577 2.730
O: -0.409 -1.578 -1.824
N: 1.639 -1.391 -0.558
N: -0.830 0.447 0.098
C: -1.607 1.673 -0.190
C: 1.522 -0.364 0.520
C: 0.575 -2.217 -0.981
C: 0.572 0.819 0.251
H: 0.547 1.671 0.949
H: 1.068 -2.967 -1.594
H: 2.132 -1.082 -1.400
H: -1.881 2.310 0.631
H: -2.590 1.454 -0.657
H: -1.113 2.263 -1.011
H: -0.055 -2.690 -0.211
H: -0.645 0.716 3.165
H: 2.556 -0.049 0.692
H: -1.066 -0.135 -0.694
H: 1.134 -0.957 1.360
H: -1.279 1.135 2.032
H: -0.471 -2.020 -2.679
H: 0.973 1.383 -0.628

Forces on the atoms, in the same order (eV/Å):
O -0.542 -1.436 0.558
O -0.273 0.320 -0.613
N 0.049 0.813 0.099
N -1.110 1.222 0.274
C -0.539 -0.046 -2.139
C -0.795 -0.772 -0.490
C -0.412 -0.471 -0.417
C 0.573 0.777 -1.288
H 0.555 -0.987 0.555
H -0.226 -0.482 0.028
H -0.076 0.168 0.633
H 0.519 0.299 0.596
H 0.467 -0.492 0.354
H -0.113 -0.059 0.880
H 0.909 0.275 0.326
H 0.635 0.643 0.844
H -0.378 0.174 0.304
H 0.804 -0.434 0.094
H 0.299 0.387 0.187
H -0.185 0.664 -0.806
H 0.125 0.079 0.270
H -0.287 -0.643 -0.248


Entry 2:
This record from the Open Molecules 2025 dataset describes a cluster of 3 separate species, C4H14N2O2 in total. The level of theory is ωB97M-V/def2-TZVPD.

The total charge is +1. For the energy relative to the best compared isomer or geometry (same formula, charge and spin), the calculation gives 191.11 kJ/mol. The spin multiplicity is 2. As for the expectation value of S²: 0.78. The HOMO energy (alpha / beta) is -13.5 / -13.5 eV. The HOMO-LUMO gap (alpha / beta) is 9.915 / 5.406 eV. The LUMO energy (alpha / beta) comes out at -3.63 / -8.14 eV.

Element x y z (Å)
O: 0.514 3.566 2.629
O: 3.424 -2.779 3.423
N: -1.523 -0.064 -0.978
N: -2.343 -0.378 1.105
C: -1.017 -0.534 -2.224
C: -1.880 -0.912 0.044
C: 0.930 0.912 -3.046
C: 0.542 -0.339 -2.284
H: 0.952 -1.241 -2.720
H: 0.448 1.006 -4.021
H: -2.645 -1.078 1.795
H: 0.911 -0.280 -1.260
H: -1.342 0.906 -0.703
H: 3.804 -3.660 3.276
H: -0.339 3.114 2.509
H: 0.248 4.452 2.925
H: 4.131 -2.266 3.827
H: -1.805 -1.966 -0.230
H: 0.656 1.814 -2.503
H: 2.012 0.988 -3.125
H: -1.288 -1.575 -2.370
H: -1.478 0.028 -3.038

Forces on the atoms, in the same order (eV/Å):
O -0.766 0.112 -0.057
O 0.099 -0.341 -0.144
N 0.496 -0.452 0.958
N -0.075 0.082 0.758
C 0.333 -0.162 -0.625
C -0.114 -0.021 -1.406
C 0.052 0.455 0.216
C -0.461 0.383 0.116
H 0.054 -0.187 -0.175
H 0.251 -0.307 -0.064
H 0.128 0.223 -0.158
H 0.169 -0.127 0.038
H -0.429 0.025 -0.139
H -0.122 0.387 0.110
H 0.472 0.186 0.144
H 0.261 -0.305 -0.086
H 0.001 -0.041 0.012
H -0.084 0.058 0.262
H -0.211 0.103 0.223
H 0.046 -0.175 -0.301
H -0.087 -0.088 0.261
H -0.014 0.193 0.058


Entry 3:
This record from the Open Molecules 2025 dataset describes a cluster of 3 separate species, C4H14N2O3 in total. The level of theory is ωB97M-V/def2-TZVPD.

For the energy relative to the best compared isomer or geometry (same formula, charge and spin), the calculation gives 158.88 kJ/mol. The SMILES is CNCC(=O)NC.O.O. The HOMO energy is -8.6 eV. The HOMO-LUMO gap is 9.202 eV. The LUMO energy comes out at 0.59 eV.

Element x y z (Å)
O: 2.121 -1.029 1.466
O: -1.587 -0.588 0.148
O: -0.410 -0.844 2.470
N: -0.571 1.330 0.844
N: -0.645 -0.571 -2.440
C: 0.318 -1.674 -2.173
C: -0.895 0.346 -0.096
C: 0.301 2.546 0.762
C: -0.428 0.546 -1.591
H: 0.963 2.561 -0.077
H: 1.302 -0.974 1.922
H: -1.604 -0.946 -2.438
H: 0.574 0.982 -1.653
H: -0.783 1.063 1.759
H: -1.116 1.318 -1.984
H: 0.948 -1.617 -1.248
H: 2.388 -1.772 2.090
H: -0.782 -1.161 3.276
H: 1.035 -1.749 -2.965
H: -0.278 -2.596 -2.169
H: -0.499 3.292 0.574
H: 0.774 2.669 1.740
H: -1.125 -1.133 1.781

Forces on the atoms, in the same order (eV/Å):
O 1.825 -2.118 1.252
O -1.724 -2.363 0.998
O -1.654 -0.816 -1.399
N 0.869 -0.784 -2.457
N 1.020 -1.295 0.198
C -0.639 -0.304 0.291
C 2.560 3.652 -1.036
C -2.963 -0.561 -0.040
C -1.617 1.367 0.657
H 0.603 -0.285 -0.224
H -2.327 1.125 0.108
H 0.812 0.665 0.429
H -0.022 -0.440 -0.077
H -0.414 -0.511 1.396
H 0.323 0.202 0.364
H -1.009 0.238 -0.326
H 0.703 1.016 -1.566
H -0.165 -0.343 1.190
H 0.372 -0.010 -0.709
H 0.495 -0.018 0.200
H 1.163 0.521 0.341
H 0.111 0.130 -0.461
H 1.679 0.932 0.870


Entry 4:
This record from the Open Molecules 2025 dataset describes a cluster of 3 separate species, C4H14N2OS in total. The level of theory is ωB97M-V/def2-TZVPD.

For the energy relative to the best compared isomer or geometry (same formula, charge and spin), the calculation gives 745.09 kJ/mol. The HOMO energy is -8.8 eV. The HOMO-LUMO gap is 5.394 eV. The LUMO energy comes out at -3.40 eV.

Element x y z (Å)
S: -3.453 -1.035 -0.378
O: -1.799 2.688 0.333
N: 2.829 -0.377 -1.014
N: -0.017 0.997 -0.641
C: -1.829 -0.452 0.220
C: 2.672 -0.538 0.482
C: -1.004 -0.005 -1.035
C: 1.256 -0.528 1.024
H: -3.935 -1.489 0.784
H: -0.553 1.793 -0.211
H: 1.097 0.244 1.782
H: 2.213 -1.143 -1.344
H: 2.060 0.230 -1.339
H: 0.846 -1.472 1.347
H: -0.392 -0.841 -1.369
H: 3.109 -1.533 0.596
H: -2.397 3.126 -0.282
H: -1.830 0.518 0.734
H: -1.692 0.479 -1.727
H: 3.376 0.176 0.903
H: -1.374 -1.145 0.922
H: 0.818 0.308 0.213

Forces on the atoms, in the same order (eV/Å):
S 0.293 0.109 0.209
O 0.964 -0.708 -0.631
N -2.862 -0.784 -0.139
N 0.169 -1.169 -0.944
C -0.264 1.506 -0.415
C 1.165 -0.692 -1.377
C 1.231 -0.931 2.010
C 1.144 2.596 0.499
H 0.031 0.031 0.058
H -0.983 0.974 1.714
H 0.245 -0.458 0.560
H 1.315 -0.887 -0.178
H 0.974 1.472 0.425
H -0.688 -0.053 -0.840
H -0.626 -0.108 -1.013
H -0.042 0.065 0.651
H 0.048 0.043 0.001
H -1.137 -0.204 0.311
H 0.197 -0.142 -0.343
H -0.438 0.192 0.479
H 0.367 -0.432 -0.593
H -1.103 -0.421 -0.445


Entry 5:
This record from the Open Molecules 2025 dataset describes a cluster of 2 separate species, C4H14N2OS in total. The level of theory is ωB97M-V/def2-TZVPD.

For the energy relative to the best compared isomer or geometry (same formula, charge and spin), the calculation gives 164.21 kJ/mol. The SMILES is CNC[C@@H](N)CS.O. The HOMO energy is -8.8 eV. The HOMO-LUMO gap is 9.699 eV. The LUMO energy comes out at 0.85 eV.

Element x y z (Å)
S: 0.472 -2.656 -2.209
O: 1.986 -0.187 3.002
N: -0.056 1.786 -0.424
N: 0.359 -1.641 1.078
C: -1.329 2.336 -0.937
C: -0.302 0.585 0.387
C: -0.432 -1.312 -1.368
C: 0.309 -0.714 -0.077
H: 1.698 -2.148 -2.550
H: 1.345 -0.342 -0.409
H: 1.281 -2.072 1.103
H: -1.127 2.664 -1.985
H: -1.617 3.360 -0.593
H: 1.251 0.430 2.893
H: -0.390 -2.321 1.119
H: 1.495 -0.979 3.074
H: 0.342 2.437 0.285
H: -1.456 0.393 0.577
H: -0.447 -0.342 -1.982
H: -2.200 1.590 -0.983
H: -1.449 -1.655 -1.305
H: 0.268 0.788 1.305

Forces on the atoms, in the same order (eV/Å):
S 0.115 -0.221 -0.115
O 0.454 1.567 0.165
N -0.923 0.181 1.306
N 0.868 0.623 -0.429
C -0.164 1.041 -2.261
C -1.554 -0.023 1.083
C 2.568 3.185 -0.328
C -0.008 -0.939 -1.139
H -0.829 0.272 0.428
H -1.149 -1.279 0.437
H -0.603 -0.276 0.030
H -0.294 -0.773 0.184
H -0.063 -1.097 0.891
H 0.380 0.163 0.038
H 0.228 -0.034 -0.387
H -0.623 -1.603 -0.012
H -0.504 -0.342 -1.292
H 2.167 0.588 0.063
H -0.198 -1.607 0.149
H 1.358 1.191 0.412
H -0.386 -0.224 0.622
H -0.839 -0.396 0.157


Values of max |F|, in order: 2.207; 1.410; 4.579; 2.971; 4.105, all in eV/A.